Entry from the OMol25 dataset: a cluster of 2 separate species, C8H14O in total at a distorted geometry (ωB97M-V/def2-TZVPD).

```
23
Properties=species:S:1:pos:R:3:forces:R:3
C -1.7175 -1.2039 0.5299 -0.09 0.27 0.17
C -2.2084 0.1281 -0.0425 -0.04 -0.06 0.11
C -1.4872 -2.1728 -0.5234 0.02 -0.26 -0.15
C -1.3190 -2.9506 -1.4179 -0.04 0.20 0.25
H -2.4588 -1.6100 1.2248 0.11 0.03 0.02
H -0.7859 -1.0453 1.0803 -0.08 -0.03 0.05
H -3.1199 -0.0188 -0.6184 -0.04 0.01 -0.04
H -2.4210 0.8264 0.7642 0.01 0.09 0.04
H -1.4537 0.5585 -0.6946 0.07 0.07 -0.06
H -1.1677 -3.6404 -2.1949 0.07 -0.34 -0.39
C 0.7864 2.6534 -0.2264 -0.69 0.35 1.45
C 1.8894 -0.8459 -0.5405 0.16 0.32 0.05
C 1.5757 0.4127 0.1986 -0.96 0.97 -1.73
C 1.6224 0.6070 1.5018 -0.61 1.30 0.63
O 1.0973 1.3954 -0.7270 0.92 -1.92 0.81
H 1.6586 3.1638 0.1966 0.12 0.00 -0.21
H 0.3629 3.2348 -1.0444 -0.01 -0.05 0.12
H 0.0599 2.5737 0.6360 0.32 0.19 -0.99
H 2.6850 -0.6572 -1.2579 0.11 -0.05 -0.07
H 2.1963 -1.6245 0.1504 0.05 -0.07 0.04
H 1.0200 -1.1857 -1.0989 -0.10 0.00 0.02
H 1.9546 -0.1549 2.1814 0.09 -0.18 0.04
H 1.2305 1.5561 1.9226 0.60 -0.84 -0.14
```
Forces are in eV/Å.

- HOMO-LUMO gap: 10.06 eV
- Multiplicity: 1
- Strongest force on any atom: 2.3 eV Å⁻¹
- Energy: -10567.67365 eV
- E_LUMO: 0.98 eV

These are the Mulliken partial charges, in e, on atoms 1 to 4: -0.3668 -0.9936 -0.5006 0.1496

Entry from the OMol25 dataset: a cluster of 2 separate species, C8H14O2 in total at a distorted geometry (ωB97M-V/def2-TZVPD).

```
24
Properties=species:S:1:pos:R:3:forces:R:3
C 2.1209 -0.3891 -0.2349 2.68 1.70 0.62
C -2.6120 -0.7714 0.0665 1.05 0.75 0.91
C -1.3388 -1.0166 0.7264 -2.29 0.68 -0.57
C 2.4938 -1.6894 -0.8283 -3.40 0.23 -0.44
C -3.0048 0.4925 -0.5507 -0.63 1.82 -1.80
C -0.6188 -0.9556 1.8129 1.19 -2.20 -2.65
C 0.9115 1.8494 -0.0129 1.98 -0.40 -2.06
C 1.1356 0.3868 -0.6111 0.35 3.12 2.16
O 3.1616 0.2016 0.5796 -1.38 -1.94 -0.88
O -1.5167 -1.4704 -0.5340 1.57 -0.82 -0.40
H -3.3728 -1.4393 0.3123 -1.43 -0.96 0.44
H 1.9764 -1.6812 -1.8227 0.92 -0.40 0.63
H 2.0532 -2.5152 -0.2652 0.37 -0.11 0.08
H 3.5223 -1.7187 -0.8580 2.26 -0.51 -0.42
H -2.1553 1.1315 -0.8048 0.26 -0.13 0.45
H -3.7087 1.1398 0.0303 0.44 -0.89 -0.34
H -3.4209 0.3089 -1.5766 -0.20 0.00 0.94
H -1.0749 -0.4807 2.5822 -0.76 1.20 2.55
H 2.6881 0.9278 0.9637 0.13 0.83 0.60
H 0.2290 -1.6186 1.8163 0.61 0.46 0.63
H 0.0506 2.3467 -0.4221 -0.46 -0.04 -0.10
H 1.7670 2.5991 -0.1405 -0.66 -1.18 -0.86
H 0.9041 1.9291 1.0305 -0.84 -0.67 1.92
H 0.4592 -0.0269 -1.2622 -1.76 -0.53 -1.43
```
Forces are in eV/Å.

- HOMO-LUMO gap: 9.36 eV
- Multiplicity: 1
- Strongest force on any atom: 3.8 eV Å⁻¹
- Energy: -12614.05372 eV
- E_LUMO: 0.88 eV

These are the Mulliken partial charges, in e, on atoms 1 to 4: 0.5660 0.2970 0.5004 -1.1953

Entry from the OMol25 dataset: the molecule C8H14O2Si at a distorted geometry (ωB97M-V/def2-TZVPD).

```
25
Properties=species:S:1:pos:R:3:forces:R:3
C 1.0099 -0.3182 -1.6632 -3.05 0.90 -2.01
C 1.3141 -0.6481 -0.4437 3.28 -0.68 0.49
C -0.9484 -1.0629 0.5260 -0.53 1.10 1.34
C -2.2853 -0.4726 0.9025 0.20 0.81 -0.87
C -2.7442 0.3785 -0.2788 3.85 -1.38 -0.90
C 0.3734 -0.2106 0.6646 -0.87 -2.20 -1.56
C 2.6289 -1.3623 -0.0620 -0.31 0.81 0.12
C 1.0876 1.9658 1.0716 1.88 1.14 0.80
O -0.8431 -2.2039 0.2209 0.36 -1.68 -0.63
O 0.0828 1.1280 0.6351 -0.89 0.60 -0.20
Si -0.8917 0.4680 -1.5731 0.14 1.65 -1.68
H 1.5094 -0.4738 -2.7074 -0.74 0.20 2.40
H -3.0196 -1.2057 0.9584 -0.79 -2.08 0.20
H -2.3374 -0.0603 1.8669 0.54 1.27 1.23
H -3.4344 -0.2307 -0.8068 -0.16 -0.60 -1.18
H 0.6857 -0.6289 1.5872 0.80 0.29 1.56
H 2.3601 -2.3754 0.1822 0.14 -0.53 0.43
H 3.0749 -0.8526 0.7946 -0.10 -0.27 0.33
H 3.4543 -1.3988 -0.7933 -0.84 0.18 -0.25
H 2.0416 2.0399 0.5038 -0.71 -0.73 -0.28
H 1.3684 1.7172 2.0889 0.13 -0.33 0.39
H 0.7604 2.9875 1.1372 -0.73 0.34 -0.25
H -1.5468 -0.3315 -2.6055 -0.11 -0.02 -0.69
H -0.4348 1.8998 -2.0982 -1.11 -1.10 0.51
H -3.2658 1.2515 -0.1079 -0.36 2.32 0.69
```
Forces are in eV/Å.

- HOMO-LUMO gap: 9.51 eV
- Multiplicity: 1
- Strongest force on any atom: 4.2 eV Å⁻¹
- Energy: -20491.13307 eV
- E_LUMO: 0.36 eV

These are the Mulliken partial charges, in e, on atoms 1 to 4: -0.0369 0.0632 0.3266 -0.8287

Entry from the OMol25 dataset: the molecule C8H14O3Si2 at a distorted geometry (ωB97M-V/def2-TZVPD).

```
27
Properties=species:S:1:pos:R:3:forces:R:3
C 2.5706 1.4712 -1.4211 1.10 -0.15 -0.76
C 1.7348 -1.9729 -2.3920 -1.77 -0.35 1.19
C 1.4926 1.5964 -0.9417 -2.89 0.04 1.55
C 0.8383 -2.1133 -1.5966 -0.40 0.33 1.36
C -1.9691 2.9506 -1.1196 -1.22 -0.49 0.04
C 1.3269 -2.6320 1.9630 1.02 -1.84 -1.26
C 0.1789 2.4330 1.6424 1.12 -0.98 0.43
C -2.1095 -2.3063 -0.0878 1.51 0.20 -2.26
O -1.4375 1.7137 -0.7238 0.38 -0.79 0.27
O 0.1264 -2.6682 1.2770 -0.28 -0.11 -1.37
O -0.1081 -0.2552 0.3543 -0.11 0.16 -0.12
Si -0.0913 1.3510 0.1090 1.99 0.34 -0.46
Si -0.2630 -1.8400 -0.0778 -1.22 0.13 0.70
H 3.4676 1.2851 -1.9238 0.79 0.03 -0.29
H 2.3416 -1.8499 -3.2047 1.40 0.17 -1.39
H -1.2191 3.7294 -1.0546 0.03 0.37 -0.21
H -2.8048 3.1548 -0.3884 0.60 0.24 -1.14
H -2.3297 2.7935 -2.1773 0.18 0.65 1.17
H 2.2340 -2.7642 1.3090 -0.80 -0.50 0.43
H 1.1939 -3.4080 2.6983 0.82 -0.21 0.49
H 1.4904 -1.7102 2.3840 0.15 2.32 1.47
H 1.2204 2.3363 2.1342 -1.59 -0.18 -0.98
H 0.1120 3.4836 1.3538 -0.33 0.00 0.09
H -0.5658 2.1446 2.3994 0.12 0.47 -0.11
H -2.2292 -3.4119 -0.0981 -0.36 0.99 0.29
H -2.6726 -1.6797 0.5568 -0.20 -0.18 1.82
H -2.5285 -1.8316 -0.9737 -0.01 -0.67 -0.97
```
Forces are in eV/Å.

- HOMO-LUMO gap: 10.94 eV
- Multiplicity: 1
- Strongest force on any atom: 3.3 eV Å⁻¹
- Energy: -30421.99474 eV
- E_LUMO: 0.80 eV

These are the Mulliken partial charges, in e, on atoms 1 to 4: 0.5515 0.4135 -1.0879 -0.9805

Entry from the OMol25 dataset: a cluster of 2 separate species, C8H14P2 in total at a distorted geometry (ωB97M-V/def2-TZVPD).

```
24
Properties=species:S:1:pos:R:3:forces:R:3
C -1.5569 1.9952 1.5823 -0.03 -0.74 1.23
C -3.0401 1.8701 1.7419 0.46 1.46 1.40
C -0.9889 1.7650 0.4351 -1.45 0.67 -1.02
C -4.0137 1.4379 0.9608 -0.10 -2.18 -2.49
C 1.1920 0.1771 1.1281 -2.01 2.21 1.87
C 1.7670 -0.0765 0.0113 2.30 -0.91 -2.22
C 3.0907 -1.4883 -2.1692 1.37 0.57 0.97
C 0.9864 -2.7298 -0.4568 0.01 2.57 -0.34
P -1.0033 1.2458 -1.1051 0.28 -0.53 -0.80
P 2.5806 -1.6608 -0.3946 -0.14 -0.52 1.11
H -0.9751 2.1046 2.5287 -0.52 0.26 -0.86
H -3.3350 2.3516 2.7069 -0.03 -0.64 -0.77
H -3.9348 0.8549 -0.0869 0.34 1.66 2.46
H -5.0228 1.4060 1.3432 -0.09 0.28 0.06
H 0.9887 -0.5174 1.8992 0.04 -0.83 0.70
H 0.6757 1.1673 1.2657 1.26 -1.15 0.13
H 1.9838 0.7224 -0.6862 -0.34 0.22 -0.23
H 2.4918 -2.2546 -2.5689 -0.86 -0.56 -1.55
H 4.1525 -1.8188 -2.2880 -0.83 0.34 0.25
H 3.0071 -0.4706 -2.5934 -0.40 -0.70 0.05
H 0.4088 -2.2276 -1.2855 0.12 -0.91 0.84
H 0.4571 -2.5562 0.5239 0.57 -0.43 -1.09
H 1.2098 -3.7577 -0.6662 -0.03 -0.48 0.02
H -1.1215 2.4603 -1.8265 0.07 0.34 0.27
```
Forces are in eV/Å.

- HOMO-LUMO gap: 7.80 eV
- Multiplicity: 1
- Strongest force on any atom: 3.5 eV Å⁻¹
- Energy: -27095.20767 eV
- E_LUMO: -0.07 eV

These are the Mulliken partial charges, in e, on atoms 1 to 4: -0.1013 0.0326 0.0976 -0.6571

Entry from the OMol25 dataset: a structure of composition C8H15AlBBr2F3NO4 at a distorted geometry (ωB97M-V/def2-TZVPD).

```
35
Properties=species:S:1:pos:R:3:forces:R:3
C -2.9618 -3.3120 0.5521 -0.36 -0.11 0.89
N -2.9290 -1.8276 0.3016 -0.58 -1.33 -0.53
C -1.9875 -1.5313 -0.8176 0.60 -0.07 -0.80
C -0.6858 -0.7197 -0.3692 -0.18 0.78 0.91
B -0.9199 -0.4122 1.2150 -0.84 0.42 1.67
O -1.7566 0.7226 1.5652 0.63 -2.22 -0.72
O -0.4115 -1.1796 2.3127 0.41 1.38 -1.19
O -0.6461 0.6330 -0.9226 1.35 -0.80 0.29
Al 1.1498 1.0557 -0.5713 -0.35 -1.15 -1.21
C 1.9299 2.7702 -1.3657 0.08 1.05 0.17
Br 0.8151 3.1733 -3.0073 0.49 -0.17 0.33
C 1.7960 4.0519 -0.4393 -0.25 -1.36 0.38
C 2.2955 3.8445 1.0636 0.04 0.56 -0.12
Br 2.7860 5.6233 -1.1824 -0.33 -0.21 -0.05
O 1.7740 -0.5717 -1.2725 -1.88 0.58 2.08
C 0.6771 -1.4189 -0.8657 -0.04 -1.23 -2.78
C 1.2077 -2.7262 -0.1465 1.18 0.09 -0.74
F 0.2272 -3.7383 -0.0582 1.62 1.75 0.47
F 1.8490 -2.5160 1.0680 -1.44 -0.78 -1.83
F 2.1989 -3.2804 -0.9897 -1.51 0.59 1.46
H -3.1072 -3.8835 -0.4185 0.47 0.44 1.07
H -3.8426 -3.5887 1.2262 1.08 0.58 -0.83
H -2.0318 -3.6158 1.1213 -0.97 0.22 -0.99
H -3.8923 -1.6290 -0.0098 0.82 0.24 0.18
H -2.5489 -0.9380 -1.5993 0.91 -0.51 0.67
H -1.6398 -2.5203 -1.2498 -0.43 1.14 0.15
H -2.4942 0.6427 0.9274 0.64 0.63 0.25
H 0.2416 -0.6317 2.7952 -0.58 -0.49 -0.19
H 1.6567 0.9667 0.9308 -0.40 0.02 0.44
H 2.9788 2.6070 -1.7677 -1.21 0.40 0.58
H 0.7011 4.3274 -0.4164 1.38 -0.02 -0.21
H 3.0339 4.6635 1.3512 -1.03 -1.09 -0.38
H 2.8004 2.8444 1.1990 -0.77 1.12 -0.08
H 1.3751 3.9535 1.7281 1.35 -0.46 -0.67
H 0.3615 -1.8388 -1.8879 0.09 -0.02 1.34
```
Forces are in eV/Å.

- HOMO-LUMO gap: 8.47 eV
- Multiplicity: 1
- Strongest force on any atom: 3.0 eV Å⁻¹
- Energy: -173735.53331 eV
- Total charge: -1
- E_LUMO: 2.81 eV

These are the Mulliken partial charges, in e, on atoms 1 to 4: -0.8529 -0.3602 -1.1694 1.3639